No. 1
2 unconnected molecules or ions with the total composition C6H15NOS in a non-equilibrium geometry. Source: the Open Molecules 2025 dataset; level of theory: wB97M-V/def2-TZVPD.

Summary:
2S+1: 1

Geometry as XYZ:
```
24
Properties=species:S:1:pos:R:3:forces:R:3
S -1.06684 0.98744 0.17826 -1.9 -1.6 0.8
O 0.10418 1.65633 -0.30992 1.6 0.9 -1.1
N -1.05496 -0.65048 -0.50509 -0.5 0.4 -0.4
C -2.60845 1.59570 -0.73607 -0.7 -1.8 0.2
C 3.55153 -2.13978 0.34945 2.4 0.6 1.9
C 3.27852 -0.22663 1.96422 -2.4 1.3 -1.5
C 2.96642 -0.85240 0.86827 -0.5 -1.5 -2.1
C -2.37365 2.85142 -1.50368 0.1 1.5 -1.4
C -2.15661 -1.45079 0.00273 -1.3 -2.5 -0.3
H 4.58528 -2.29515 0.81313 -1.1 0.4 -0.4
H -1.41055 2.70089 -2.03570 -0.5 0.6 0.1
H 3.80381 -2.02968 -0.70713 -0.9 -1.0 -0.1
H -2.99746 -1.63205 -0.77002 1.1 0.8 1.2
H 2.12451 -0.46502 0.23196 0.7 -0.2 0.8
H 4.03705 -0.31083 2.63057 2.2 -0.8 1.7
H -2.52682 -1.01774 0.94009 -0.5 -0.2 -0.2
H 2.98810 -2.94642 0.85535 -0.1 -0.1 -1.5
H 2.58078 0.55472 2.06247 -0.3 1.4 1.0
H -3.17225 3.20722 -2.29290 1.3 -1.2 1.6
H -1.89590 -2.56414 0.26410 0.2 2.2 -0.4
H -3.31738 1.76321 0.08460 0.0 -0.2 -0.2
H -2.95636 0.70200 -1.32985 0.3 1.1 0.4
H -0.20492 -1.13336 -0.26879 0.6 0.5 0.2
H -2.27804 3.69553 -0.78603 0.2 -0.4 -0.6
```
Forces are in eV/Å.

No. 2
2 unconnected molecules or ions with the total composition C6H15NOSi in a non-equilibrium geometry. Source: the Open Molecules 2025 dataset; level of theory: wB97M-V/def2-TZVPD.

Summary:
⟨S²⟩: 2.006
2S+1: 3

Geometry as XYZ:
```
24
Properties=species:S:1:pos:R:3:forces:R:3
Si -0.08038 0.90027 -0.70600 -1.4 0.3 0.6
O 2.94517 0.37934 0.65770 5.5 1.2 -2.2
N -1.16058 -0.30617 -0.07815 -0.6 1.7 -1.0
C -3.40360 0.90399 -0.27897 -2.9 -2.7 -2.1
C 4.26892 -0.08040 -1.33299 -1.8 -1.8 2.5
C 0.28205 -0.50647 1.90937 -1.8 -0.3 1.0
C 4.01411 0.58792 0.04327 -5.3 -1.5 1.7
C -2.53808 -0.31277 -0.63463 0.3 0.3 -2.0
C -0.83001 -1.12187 1.06037 -1.1 -0.8 0.4
H -0.64673 -2.10630 0.58459 0.3 -0.1 1.1
H -4.54450 0.70759 -0.10888 2.1 0.1 -0.5
H 5.29990 -0.21082 -1.35361 1.8 -0.7 -0.4
H 4.03196 0.64904 -2.05203 -0.7 0.7 -1.2
H -1.70805 -1.21576 1.78432 0.7 0.0 -1.1
H 1.07189 1.35902 -0.00641 0.5 0.0 0.3
H -3.07467 -1.15931 -0.27774 0.0 -1.2 0.1
H -0.22977 0.39171 2.33562 0.9 -0.1 -0.5
H -3.02511 1.28248 0.54623 1.5 2.0 4.3
H 1.19374 -0.29185 1.36669 -0.1 -0.1 0.5
H 0.37586 -1.13982 2.81395 0.6 0.1 -0.6
H -3.25665 1.61501 -1.02322 -0.2 1.5 -1.3
H -2.50696 -0.35024 -1.80948 0.1 -0.3 2.1
H 3.65122 -1.08770 -1.32942 1.3 2.2 -0.4
H -0.12972 1.11313 -2.11060 0.0 -0.2 -1.1
```
Forces are in eV/Å.

No. 3
3 unconnected molecules or ions with the total composition C6H15NS in a non-equilibrium geometry. Source: the Open Molecules 2025 dataset; level of theory: wB97M-V/def2-TZVPD.

Summary:
2S+1: 1

Geometry as XYZ:
```
23
Properties=species:S:1:pos:R:3:forces:R:3
S 0.74032 1.22594 -1.07215 -1.2 -0.8 3.4
N -0.73002 0.96601 2.11094 -0.9 -0.4 0.5
C -2.47074 0.45247 0.33725 1.1 -0.4 -0.5
C -0.77079 1.51511 3.26178 1.0 0.8 -0.7
C -1.96165 0.23365 1.74471 -1.0 -0.4 0.7
C 2.33451 -0.97223 -2.95018 0.9 0.4 0.0
C 0.87896 -0.60659 -0.92434 1.0 0.0 -0.4
C 2.22827 -1.11684 -1.44138 0.0 -0.3 0.3
H 2.22208 0.08080 -3.23419 -0.5 -0.2 -0.1
H 0.10281 2.04059 3.71057 -0.5 -0.5 -0.7
H 2.38704 -2.17525 -1.16369 -0.3 0.3 -0.1
H -1.73806 -0.83520 1.90360 0.0 0.4 -0.1
H 0.09677 -1.03427 -1.53813 -0.4 -0.4 0.2
H 0.80810 -0.84694 0.13596 -0.3 -0.3 -0.2
H -2.88087 1.44851 0.21923 -0.2 0.0 -0.2
H -1.63252 0.33148 -0.35267 -0.1 0.4 -0.1
H 3.01263 -0.56171 -0.91209 0.0 0.0 -0.3
H 0.02543 0.92881 0.64557 1.3 1.8 -2.2
H 1.64049 -1.63959 -3.47244 0.0 0.3 0.0
H -3.14064 -0.34786 0.03033 -0.5 0.2 0.3
H 3.35035 -1.18598 -3.29795 -0.1 -0.4 0.1
H -1.69996 1.61037 3.82494 0.0 -0.4 0.0
H -2.80250 0.48873 2.43435 0.7 -0.2 -0.1
```
Forces are in eV/Å.

No. 4
2 unconnected molecules or ions with the total composition C6H15NS in a non-equilibrium geometry. Source: the Open Molecules 2025 dataset; level of theory: wB97M-V/def2-TZVPD.

Summary:
⟨S²⟩: 0.753
Charge: +1
2S+1: 2

Geometry as XYZ:
```
23
Properties=species:S:1:pos:R:3:forces:R:3
S 0.56405 -0.16687 1.50476 1.2 0.6 1.1
N -0.65824 -0.89992 -1.05237 0.7 -0.1 0.2
C 1.75945 0.85542 0.59632 0.4 -0.2 -0.3
C -1.89861 -0.24551 -1.10463 -2.1 1.2 0.1
C 2.48654 0.07527 -0.54712 1.1 -0.3 -0.4
C 2.85130 -1.36682 -0.18180 0.4 0.0 0.9
C -3.67302 1.33325 -0.30253 -0.7 -0.1 -0.3
C -2.28823 0.76094 -0.30627 -0.5 -0.6 -0.1
H -0.78062 -1.89142 -1.24702 0.3 0.2 -0.1
H 1.89249 0.07045 -1.46484 -0.2 0.1 0.2
H 2.02623 -2.04197 -0.05644 -1.1 -0.1 -0.2
H 0.00036 -0.46970 -1.69747 0.0 -0.5 0.0
H 3.46928 -1.89449 -0.89614 0.4 0.4 -0.2
H -2.60928 -0.61394 -1.84913 0.1 0.1 0.2
H 1.21301 1.63419 0.08058 -0.4 0.4 0.2
H 2.43532 1.30465 1.34852 -0.3 -0.4 -0.4
H -4.17356 1.25203 -1.28512 0.2 0.2 0.5
H -1.71057 1.17186 0.50583 0.7 -0.1 0.0
H -3.73388 2.33697 0.09572 0.5 0.6 -0.6
H -0.27028 -0.43322 0.44255 -0.2 -0.5 -1.2
H 3.41956 0.63262 -0.86810 -1.0 -0.4 0.8
H 3.30668 -1.43432 0.81650 0.4 0.3 -0.4
H -4.32636 0.87035 0.44109 0.2 -0.7 -0.1
```
Forces are in eV/Å.

The calculation returns the following total energy values, one per record and in order: -765.664435, -656.892075, -690.438937, -690.191140 Ha.